[1]
Entry from OMol25: an isolated molecule of C19H21NO2S (ωB97M-V/def2-TZVPD).

Cartesian coordinates (Å):
S1 3.033 0.070 2.701
O1 -0.478 -3.400 0.461
O2 -2.373 -1.562 -0.695
N1 3.654 0.485 0.198
C1 1.410 -0.326 0.576
C2 4.754 1.157 -1.757
C3 -0.734 0.201 -0.362
C4 5.800 0.847 -0.688
C5 -4.741 2.575 0.123
C6 0.525 0.602 0.044
C7 -4.773 2.312 1.483
C8 -3.795 0.402 -0.283
C9 -0.261 -2.066 0.293
C10 2.736 0.086 1.077
C11 -3.277 -0.635 -1.252
C12 4.986 0.892 0.601
C13 0.997 -1.643 0.707
C14 -1.778 -3.944 0.405
C15 3.521 0.417 -1.245
C16 -4.251 1.626 -0.756
C17 -4.319 1.094 1.958
C18 -1.146 -1.122 -0.265
C19 -3.838 0.141 1.079
H1 6.621 1.559 -0.682
H2 -4.113 -1.259 -1.594
H3 -2.837 -0.147 -2.133
H4 -5.094 3.524 -0.254
H5 3.526 -0.631 -1.570
H6 -4.340 0.884 3.017
H7 1.654 -2.379 1.143
H8 -3.485 -0.809 1.451
H9 4.945 1.903 1.023
H10 -4.221 1.835 -1.816
H11 -2.462 -3.425 1.079
H12 6.205 -0.154 -0.841
H13 4.559 2.230 -1.788
H14 2.585 0.870 -1.576
H15 -1.665 -4.978 0.732
H16 5.051 0.827 -2.750
H17 -2.186 -3.925 -0.608
H18 -1.407 0.946 -0.755
H19 5.359 0.221 1.379
H20 -5.149 3.057 2.169
H21 0.802 1.643 -0.028

Forces on atoms 1 to 6 (eV/Å):
S -0.054 -0.054 0.420
O 0.248 0.251 -0.141
O 0.244 -0.101 0.181
N -0.305 -0.084 0.075
C -0.436 -0.081 -0.263
C 0.009 -0.125 0.027

Energy relative to the best compared isomer or geometry (same formula, charge and spin) = 0.0 kJ/mol
HOMO level = -7.65 eV
SMILES = COc1cc(C(=S)N2CCCC2)ccc1OCc1ccccc1

[2]
Entry from OMol25: a cluster of 2 separate species, C19H21NO3 in total in a non-equilibrium geometry (ωB97M-V/def2-TZVPD).

Cartesian coordinates (Å):
O1 1.644 1.382 -2.823
O2 2.676 -1.173 2.394
O3 3.325 0.409 0.889
N1 0.049 -0.355 1.981
C1 -1.588 -0.275 -2.868
C2 -1.879 -1.556 3.771
C3 3.037 1.010 -2.943
C4 -4.502 -1.786 2.759
C5 1.038 0.237 1.394
C6 5.543 0.778 0.170
C7 0.737 0.445 -2.776
C8 -2.945 -0.003 -2.910
C9 -2.861 -2.225 4.512
C10 -1.095 2.122 -2.945
C11 -0.641 0.775 -2.860
C12 -3.538 -1.101 2.038
C13 -1.227 -0.242 1.766
C14 -4.167 -2.348 4.008
C15 -2.213 -0.967 2.535
C16 2.409 -0.262 1.634
C17 4.659 -0.153 0.953
C18 -3.390 1.329 -2.961
C19 -2.457 2.385 -2.988
H1 4.978 -0.243 1.996
H2 -3.760 -0.643 1.073
H3 -1.202 -1.294 -2.833
H4 -4.930 -2.875 4.586
H5 0.949 1.107 0.732
H6 -4.462 1.549 -3.002
H7 -2.797 3.420 -3.052
H8 -3.669 -0.822 -2.908
H9 -0.847 -1.479 4.116
H10 3.190 0.401 -3.845
H11 5.078 1.022 -0.795
H12 5.715 1.698 0.742
H13 1.080 -0.594 -2.743
H14 3.599 1.942 -3.016
H15 4.668 -1.155 0.511
H16 6.523 0.341 -0.034
H17 3.344 0.454 -2.052
H18 -5.516 -1.877 2.359
H19 -2.594 -2.663 5.478
H20 -0.341 2.912 -2.975
H21 -1.619 0.378 0.933

Forces on atoms 1 to 6 (eV/Å):
O 0.192 0.242 -0.223
O 0.515 0.385 -0.483
O 0.746 -0.421 0.016
N -0.922 -1.012 0.936
C 0.108 -0.011 0.159
C -0.483 -0.162 -0.006

Energy relative to the best compared isomer or geometry (same formula, charge and spin) = 567.5 kJ/mol
HOMO level = -5.34 eV

[3]
Entry from OMol25: an isolated molecule of C19H21NO4S (ωB97M-V/def2-TZVPD).

Cartesian coordinates (Å):
S1 -0.856 -2.592 -0.307
O1 1.498 1.709 -0.227
O2 -4.326 1.254 -0.585
O3 -0.723 1.934 0.032
O4 -3.401 -2.195 -0.427
N1 -2.230 -0.277 -0.274
C1 -3.381 -0.980 -0.389
C2 4.463 0.236 1.391
C3 -4.499 1.951 0.645
C4 5.416 -0.174 0.466
C5 -1.007 -0.883 -0.210
C6 4.997 -0.917 -0.630
C7 1.298 -1.162 -0.062
C8 1.647 3.125 -0.260
C9 3.129 -0.077 1.222
C10 -4.713 0.891 1.725
C11 0.863 -2.444 -0.180
C12 6.866 0.153 0.660
C13 0.264 1.225 -0.081
C14 3.664 -1.237 -0.803
C15 0.207 -0.233 -0.088
C16 2.712 -0.810 0.116
C17 -5.371 -0.234 0.930
C18 -4.640 -0.114 -0.416
C19 1.407 3.676 -1.658
H1 7.361 -0.655 1.200
H2 4.773 0.807 2.255
H3 0.376 3.500 -1.955
H4 -5.335 1.254 2.540
H5 -2.229 0.746 -0.268
H6 -6.435 -0.038 0.796
H7 0.946 3.576 0.450
H8 3.350 -1.809 -1.664
H9 6.985 1.066 1.239
H10 1.468 -3.328 -0.170
H11 2.402 0.243 1.954
H12 -5.258 -0.447 -1.258
H13 -3.756 0.560 2.131
H14 -5.241 -1.219 1.372
H15 1.598 4.746 -1.668
H16 -5.378 2.602 0.553
H17 5.724 -1.248 -1.358
H18 2.068 3.188 -2.370
H19 2.675 3.305 0.063
H20 7.368 0.273 -0.297
H21 -3.616 2.572 0.819

Forces on atoms 1 to 6 (eV/Å):
S 0.653 0.149 0.037
O -0.120 -0.239 -0.099
O 0.080 -0.136 -0.143
O 0.095 0.164 -0.050
O -0.355 -0.045 -0.009
N -0.031 0.540 -0.052

Energy relative to the best compared isomer or geometry (same formula, charge and spin) = 1.9 kJ/mol
HOMO level = -8.08 eV
SMILES = CCOC(=O)c1c(-c2ccc(C)cc2)csc1NC(=O)[C@H]1CCCO1

[4]
Entry from OMol25: a structure of composition C19H22AlBClF11N2O3S in a non-equilibrium geometry (ωB97M-V/def2-TZVPD).

Cartesian coordinates (Å):
Cl1 2.581 2.259 1.808
S1 -0.839 4.575 1.770
Al1 5.382 -6.736 3.729
F1 0.808 -1.203 -5.831
F2 5.501 -4.944 3.869
F3 3.732 -7.186 3.164
F4 5.691 -7.485 5.338
F5 -3.099 -1.432 -3.325
F6 -2.164 -1.048 -6.177
F7 6.604 -7.329 2.547
F8 0.482 -3.560 -5.063
F9 -0.248 -2.833 -7.216
F10 -1.264 0.045 -3.904
F11 -2.496 -3.248 -5.232
O1 -3.671 2.868 1.532
O2 -0.907 -2.096 -2.688
O3 1.443 -1.677 -2.949
N1 -4.226 0.626 0.420
N2 -0.387 1.903 1.386
C1 3.002 -3.268 1.614
C2 -1.339 0.208 -0.659
C3 -0.619 2.860 2.550
C4 -1.584 -2.070 -5.227
C5 -0.075 -2.391 -5.782
C6 1.051 1.531 0.967
C7 -1.564 1.293 0.596
C8 2.641 -4.645 1.679
C9 -1.647 -1.381 -3.739
C10 0.187 -0.238 -1.091
C11 -5.153 0.237 1.551
C12 2.950 0.078 -0.712
C13 0.047 5.895 2.760
C14 0.328 -1.339 -2.297
C15 1.115 6.686 1.746
C16 -4.970 1.253 -0.751
C17 3.404 -1.662 1.390
C18 3.414 -1.429 -0.248
C19 1.408 0.474 -0.260
B1 -3.159 1.643 0.892
H1 -4.661 2.980 1.420
H2 4.557 -1.534 -0.573
H3 2.295 -5.717 1.288
H4 -4.490 -0.153 2.434
H5 -5.910 1.085 1.845
H6 3.769 0.821 -0.330
H7 -4.518 2.319 -1.041
H8 -4.922 0.607 -1.735
H9 0.746 6.681 0.627
H10 4.477 -1.507 1.869
H11 1.197 7.814 2.092
H12 -0.693 6.753 3.134
H13 0.285 2.961 3.286
H14 2.959 0.170 -1.902
H15 0.573 5.446 3.704
H16 2.182 6.210 1.839
H17 -5.786 -0.695 1.176
H18 2.813 -2.303 -0.750
H19 -1.543 2.546 3.237
H20 -2.260 -0.255 -1.212
H21 -6.118 1.464 -0.519
H22 2.684 -0.928 1.955

Forces on atoms 1 to 6 (eV/Å):
Cl -3.419 -1.242 -1.372
S 0.066 -0.205 0.585
Al 0.256 -0.103 0.149
F -3.160 -4.419 0.659
F -0.169 -2.054 -0.194
F 1.788 0.574 0.535

Energy relative to the best compared isomer or geometry (same formula, charge and spin) = 1926.5 kJ/mol
HOMO level = -8.66 eV

[5]
Entry from OMol25: a structure of composition C19H22B3F13N4O4W in a non-equilibrium geometry (ωB97M-V/def2-TZVPD).

Cartesian coordinates (Å):
W1 0.532 0.213 -0.501
F1 3.324 3.041 3.321
F2 -0.889 -3.101 -2.156
F3 3.319 1.239 -1.596
F4 4.934 -1.309 2.592
F5 5.118 1.069 3.911
F6 0.644 -0.209 3.331
F7 3.113 -1.739 0.825
F8 -2.102 -1.782 -3.590
F9 2.785 1.163 -3.838
F10 -0.626 -0.782 -2.117
F11 1.462 2.676 1.558
F12 0.164 -2.063 -3.900
F13 -1.571 -0.767 3.545
O1 -1.041 0.928 2.094
O2 2.405 -0.737 -2.559
O3 0.945 1.316 -2.191
O4 -0.446 -1.610 1.753
N1 0.274 -1.540 0.628
N2 0.746 2.013 -0.973
N3 -0.800 1.286 0.790
N4 1.770 -1.158 -1.438
C1 2.122 0.447 1.033
C2 3.264 1.865 2.696
C3 -3.659 0.196 -1.350
C4 4.172 0.874 3.001
C5 4.072 -0.326 2.329
C6 -1.585 3.623 1.375
C7 -3.695 0.467 1.121
C8 3.079 -0.508 1.382
C9 2.288 1.633 1.744
C10 1.556 -2.397 -1.172
C11 -0.848 2.712 0.465
C12 -2.908 -1.669 0.099
C13 0.436 -3.968 0.590
C14 -0.171 3.029 -0.659
C15 -1.519 0.531 -0.219
C16 2.135 -3.512 -1.953
C17 0.716 -2.613 0.062
C18 -2.915 -0.147 -0.049
C19 -0.154 4.332 -1.386
B1 2.568 0.731 -2.598
B2 -0.559 -0.405 2.701
B3 -0.887 -2.019 -3.033
H1 0.291 -3.921 1.667
H2 2.985 -3.925 -1.402
H3 0.549 5.026 -0.921
H4 0.158 4.178 -2.418
H5 -2.664 3.573 1.215
H6 -2.493 -1.987 1.050
H7 2.473 -3.147 -2.918
H8 -3.141 -0.196 -2.223
H9 -0.485 -4.333 0.130
H10 -1.596 1.170 -1.107
H11 -3.672 1.557 1.096
H12 -3.946 -2.006 0.058
H13 -1.144 4.783 -1.389
H14 -4.738 0.159 1.018
H15 -1.389 3.330 2.406
H16 1.242 -4.656 0.346
H17 -4.654 -0.249 -1.320
H18 -1.255 4.648 1.226
H19 1.391 -4.292 -2.095
H20 -3.779 1.278 -1.457
H21 -2.372 -2.152 -0.717
H22 -3.329 0.135 2.087

Forces on atoms 1 to 6 (eV/Å):
W -1.079 -0.230 -0.808
F 0.002 -0.004 -0.002
F 0.051 0.029 0.020
F 0.000 0.020 0.015
F -0.003 -0.001 -0.001
F -0.001 0.000 -0.001

HOMO level (spin up / spin down) = -9.52 / -9.52 eV

[6]
Entry from OMol25: a cluster of 12 separate species, C19H22Cl33FN3O2S3 in total in a non-equilibrium geometry (ωB97M-V/def2-TZVPD).

Cartesian coordinates (Å):
Cl1 1.540 -6.380 3.946
Cl2 6.407 1.419 5.321
Cl3 0.488 0.956 3.827
Cl4 3.564 1.627 5.858
Cl5 -6.483 6.625 -5.181
Cl6 -2.781 4.493 -6.384
Cl7 -3.689 1.743 -6.589
Cl8 -5.185 0.293 0.977
Cl9 2.914 0.006 -8.799
Cl10 -4.403 3.083 0.789
Cl11 -4.224 -2.239 2.920
Cl12 -3.694 -3.597 5.449
Cl13 4.006 -0.433 3.166
Cl14 5.459 3.021 7.560
Cl15 -5.833 1.840 -1.410
Cl16 -7.196 0.358 3.782
Cl17 0.391 -1.819 4.655
Cl18 -1.025 -5.021 3.963
Cl19 -2.904 -0.823 5.082
Cl20 3.092 -3.183 3.099
Cl21 0.628 -4.979 1.570
Cl22 10.005 -0.025 6.906
Cl23 -1.028 -0.964 2.255
Cl24 -2.205 2.947 -8.778
Cl25 4.020 2.605 -8.138
Cl26 -5.787 8.704 -7.085
Cl27 8.344 2.039 8.097
Cl28 4.429 -2.048 0.785
Cl29 11.106 2.614 7.412
Cl30 1.216 2.050 -7.630
Cl31 -3.819 7.785 -5.155
Cl32 -6.974 -0.985 6.360
Cl33 -9.519 0.111 5.507
S1 1.393 -3.812 -1.310
S2 0.676 -0.045 -4.226
S3 0.942 0.822 -1.050
F1 1.911 0.909 -3.976
O1 1.045 -0.895 -5.295
O2 -0.475 0.696 -4.534
N1 0.464 -1.069 -2.893
N2 2.857 -1.555 -2.880
N3 1.434 -2.034 -1.039
C1 -5.193 7.320 -6.166
C2 -2.419 -2.097 -2.896
C3 -2.418 2.889 -7.025
C4 0.132 -5.926 2.985
C5 -4.096 -2.060 4.674
C6 4.332 -2.055 2.558
C7 -2.633 -0.793 -2.456
C8 3.985 -1.999 -2.240
C9 5.178 1.578 6.578
C10 0.012 -1.644 -0.661
C11 5.010 -2.149 -1.677
C12 -5.621 1.885 0.342
C13 -7.769 0.309 5.456
C14 -1.606 0.098 -1.777
C15 -0.207 -0.517 -1.691
C16 2.846 1.371 -7.684
C17 9.979 1.381 7.977
C18 1.686 -1.548 -2.329
C19 0.403 -0.721 3.283
H1 -7.519 1.252 5.927
H2 -0.606 -2.541 -0.741
H3 10.291 1.061 8.964
H4 -2.429 -2.956 -2.206
H5 -1.923 0.345 -0.740
H6 1.287 -0.931 2.691
H7 -3.633 -0.371 -2.630
H8 -6.565 2.178 0.786
H9 5.287 -2.384 2.951
H10 2.997 -1.221 -3.834
H11 -4.858 6.565 -6.868
H12 -1.520 1.071 -2.284
H13 1.279 -3.881 -2.673
H14 -1.489 2.550 -6.581
H15 -0.348 -6.831 2.635
H16 0.097 1.691 -0.445
H17 -5.060 -1.736 5.043
H18 3.097 1.012 -6.694
H19 0.042 -1.158 0.329
H20 -2.260 -2.327 -3.957
H21 5.235 0.710 7.224
H22 5.888 -2.258 -1.081

Forces on atoms 1 to 6 (eV/Å):
Cl -0.028 0.001 -0.071
Cl -0.087 -0.024 -0.004
Cl 0.001 -0.028 -0.106
Cl -0.034 -0.013 0.082
Cl 0.054 -0.033 -0.035
Cl 0.084 -0.012 0.065

HOMO level = -10.53 eV
Total charge = +1

[7]
Entry from OMol25: a structure of composition C19H22ClCuN3O6 (ωB97M-V/def2-TZVPD).

Cartesian coordinates (Å):
Cu1 -1.053 0.645 0.260
Cl1 2.599 -2.458 -0.623
O1 -1.605 -0.172 3.572
O2 -1.535 1.767 1.865
O3 -0.387 -0.705 -2.452
O4 0.408 -0.494 -0.356
O5 -0.082 2.987 3.065
O6 -6.341 -2.716 -3.778
N1 -5.558 -2.868 -1.646
N2 -2.977 0.791 -0.570
N3 -4.936 -1.092 -3.034
C1 -0.490 1.156 5.220
C2 -5.653 -2.259 -2.880
C3 1.598 -1.816 -1.959
C4 -0.513 0.733 3.761
C5 0.795 0.047 3.369
C6 -5.637 0.379 -1.204
C7 -0.705 1.961 2.833
C8 -4.443 -2.495 0.496
C9 -2.061 -2.851 0.756
C10 -3.943 1.351 0.162
C11 -3.139 -3.216 -1.383
C12 -0.836 -2.892 1.625
C13 -3.310 0.037 -1.617
C14 -3.300 -2.493 1.283
C15 -4.367 -2.864 -0.839
C16 -5.286 1.179 -0.130
C17 -2.002 -3.197 -0.592
C18 0.422 -0.922 -1.544
C19 -4.633 -0.208 -1.955
H1 -5.399 -2.189 0.903
H2 -6.093 -3.723 -1.632
H3 -5.052 -0.689 -3.950
H4 0.320 1.864 5.393
H5 0.774 -0.262 2.322
H6 -6.038 1.653 0.486
H7 1.634 0.729 3.513
H8 -3.070 -3.477 -2.432
H9 -3.360 -2.189 2.322
H10 -0.350 0.277 5.853
H11 -1.045 -3.450 -1.032
H12 0.054 -2.606 1.066
H13 -0.688 -3.907 2.007
H14 -2.045 0.180 2.778
H15 -2.486 -0.399 -2.175
H16 -3.599 1.933 1.009
H17 -1.432 1.634 5.490
H18 2.254 -1.240 -2.608
H19 -0.939 -2.215 2.472
H20 -6.675 0.188 -1.450
H21 0.944 -0.839 3.992
H22 1.215 -2.663 -2.519

Forces on atoms 1 to 6 (eV/Å):
Cu 0.003 0.003 0.011
Cl -0.003 -0.002 0.001
O 0.016 -0.008 0.014
O -0.015 0.006 -0.005
O 0.004 0.010 -0.015
O 0.027 0.006 -0.026

Energy relative to the best compared isomer or geometry (same formula, charge and spin) = 0.0 kJ/mol
HOMO level = -5.01 eV
Total charge = -1

[8]
Entry from OMol25: an isolated molecule of C19H22ClN3O2 (ωB97M-V/def2-TZVPD).

Cartesian coordinates (Å):
Cl1 -3.098 2.736 -0.929
O1 2.589 -0.604 1.121
O2 4.988 0.714 1.366
N1 -3.762 -0.214 -0.632
N2 1.507 1.329 0.559
N3 -5.673 -1.866 0.825
C1 3.827 1.468 1.172
C2 -4.070 -1.565 -1.055
C3 6.560 -0.849 0.633
C4 5.492 -0.898 -1.912
C5 -5.342 -0.513 1.228
C6 -2.466 0.141 -0.304
C7 -4.885 0.387 0.065
C8 0.206 0.890 0.276
C9 2.582 0.590 0.951
C10 -6.947 -1.992 0.152
C11 5.448 -0.062 0.337
C12 -4.555 -2.450 0.107
C13 -1.479 -0.798 0.024
C14 -0.743 1.847 -0.076
C15 -0.175 -0.446 0.302
C16 -2.037 1.477 -0.376
C17 4.916 -0.089 -0.946
C18 6.595 -1.677 -1.618
C19 7.126 -1.650 -0.337
H1 -3.746 -2.585 0.831
H2 7.985 -2.257 -0.094
H3 -4.849 -3.432 -0.269
H4 7.035 -2.305 -2.377
H5 0.547 -1.203 0.555
H6 -7.144 -3.050 -0.019
H7 -0.467 2.889 -0.142
H8 1.634 2.329 0.479
H9 -4.608 1.360 0.463
H10 -1.741 -1.843 0.074
H11 5.067 -0.914 -2.905
H12 3.945 2.180 0.341
H13 -6.209 -0.068 1.720
H14 3.694 2.031 2.102
H15 6.957 -0.817 1.635
H16 -5.703 0.523 -0.651
H17 -4.527 -0.581 1.958
H18 4.048 0.498 -1.207
H19 -4.870 -1.489 -1.802
H20 -3.200 -2.004 -1.543
H21 -7.012 -1.468 -0.811
H22 -7.724 -1.600 0.808

Forces on atoms 1 to 6 (eV/Å):
Cl -0.004 0.097 -0.121
O -0.002 -0.111 0.062
O -0.071 -0.065 0.028
N -0.248 -0.008 -0.279
N 0.014 0.374 -0.049
N -0.001 -0.104 0.132

Energy relative to the best compared isomer or geometry (same formula, charge and spin) = 277.3 kJ/mol
HOMO level = -7.41 eV
SMILES = CN1CCN(c2ccc(NC(=O)COc3ccccc3)cc2Cl)CC1

Looking at E for the records above, in order, we have -36463.517; -27671.882; -40560.290; -89692.624; -73401.316; -477072.184; -93983.169; -41147.518 eV.